Formula: C3H10N2Si
Source: OMol25
Level of theory: wB97M-V/def2-TZVPD

Last column: Mulliken charge in e.
CARTESIAN COORDINATES (ANGSTROEM)
C  -1.204512  1.194154  1.575532  -0.76
C  -0.747468  0.486299  0.509944  -0.44
C  1.394762  1.402601  -1.680883  -1.01
N  -1.537695  -2.359726  0.053775  -0.73
N  1.772348  -0.731453  0.677810  -0.55
Si  0.964127  0.403604  -0.131189  0.54
H  -2.207644  1.136978  1.855897  0.33
H  -0.641093  2.104762  1.993616  0.19
H  -1.353593  -0.225639  0.130169  0.66
H  0.503781  2.148972  -1.523611  0.25
H  2.292163  2.022734  -1.655347  0.32
H  1.305063  1.050071  -2.699237  0.36
H  -0.621666  -2.056745  -0.315706  0.16
H  -1.422012  -2.262087  1.035354  0.23
H  -1.556971  -3.391089  -0.057211  0.26
H  2.825253  -0.515230  0.704328  0.20

Forces on the atoms, in the same order (eV/Å):
C 2.6 1.6 -1.9
C 1.0 3.0 2.3
C -2.0 2.1 1.2
N 0.6 -1.2 -1.1
N 2.4 1.3 0.3
Si 0.8 -0.6 -0.4
H -1.4 -0.4 0.7
H -0.7 -1.7 -0.4
H -2.3 -2.0 -1.2
H 1.5 -0.8 -0.7
H 0.1 -0.2 0.3
H -0.2 -0.7 0.1
H -0.5 -0.5 0.2
H 0.0 0.3 1.2
H 0.0 0.9 -0.2
H -1.8 -1.1 -0.4

HOMO in eV: -8.979
ΔE to the lowest compared entry with this formula, charge and spin in kcal per mole: 67.3
Lowest unoccupied orbital energy in eV: 0.32
E in Ha: -519.22227

=====

Formula: C3H10N3
Source: OMol25
Level of theory: wB97M-V/def2-TZVPD

Last column: Mulliken charge in e.
CARTESIAN COORDINATES (ANGSTROEM)
C  -1.014520  -2.090793  -1.197663  -0.48
C  -1.444146  -0.900628  -1.568708  -0.76
C  1.055449  0.039948  1.040643  0.09
N  0.619324  0.845780  0.104431  0.05
N  1.328618  0.447131  2.247398  -0.29
N  0.430558  2.195088  0.418346  -0.64
H  -1.191538  -2.474283  -0.204630  0.32
H  -0.475025  -2.739053  -1.866613  0.26
H  -1.297005  -0.536122  -2.573143  0.36
H  -2.029476  -0.269430  -0.916955  0.32
H  1.181541  -1.002050  0.773966  0.38
H  0.371537  0.469611  -0.817632  0.31
H  1.676586  -0.167165  2.968817  0.26
H  1.175485  1.427922  2.466687  0.30
H  -0.525104  2.492430  0.229579  0.27
H  1.059598  2.794823  -0.114599  0.26

Forces on the atoms, in the same order (eV/Å):
C 0.2 -0.2 0.2
C -0.2 0.3 -0.2
C -0.1 -0.1 -0.1
N -0.1 0.1 -0.4
N 0.0 0.3 0.2
N 0.0 0.4 0.0
H -0.1 -0.1 0.2
H 0.1 -0.1 -0.2
H 0.0 0.0 -0.2
H -0.1 0.0 0.2
H 0.0 0.0 0.0
H 0.1 0.0 0.5
H -0.1 -0.1 -0.2
H 0.1 -0.1 0.0
H 0.1 -0.3 0.1
H 0.0 -0.3 0.0

HOMO in eV: -14.040
Total charge: +1
ΔE to the lowest compared entry with this formula, charge and spin in kcal per mole: 55.7
Lowest unoccupied orbital energy in eV: -3.31
E in Ha: -284.28717

=====

Formula: C3H10N3
Source: OMol25
Level of theory: wB97M-V/def2-TZVPD

Last column: Mulliken charge in e.
CARTESIAN COORDINATES (ANGSTROEM)
C  -0.357577  0.523541  0.040623  0.68
C  -1.205058  1.013846  -1.050905  -1.19
C  1.989304  -0.420266  0.013016  -0.58
N  0.240222  1.087217  1.113249  -0.47
N  1.193027  0.691214  0.053550  -0.15
N  -1.019372  -0.947589  0.388472  -0.44
H  -2.304160  1.011724  -0.766441  0.36
H  -0.884583  2.062465  -1.255340  0.35
H  -1.106528  0.357029  -1.937041  0.33
H  2.577301  -0.348715  -0.884934  0.26
H  2.774814  -0.397470  0.827030  0.26
H  1.383616  -1.376181  -0.051223  0.23
H  0.116514  0.651016  2.042908  0.27
H  -0.888786  -1.559450  -0.398085  0.36
H  -1.957709  -0.928139  0.622126  0.32
H  -0.551027  -1.420242  1.242991  0.41

Forces on the atoms, in the same order (eV/Å):
C 1.4 -1.7 -0.5
C -1.3 1.3 -0.3
C 1.6 -3.4 1.4
N 0.0 1.2 1.9
N -4.9 2.4 -0.6
N 4.7 -0.6 1.6
H 1.2 0.2 -0.2
H -0.3 -0.9 -0.2
H 0.2 0.5 0.3
H 0.1 -0.1 -0.6
H -1.1 -0.4 -0.6
H 1.2 0.4 0.4
H 0.6 -0.1 -0.6
H 0.0 -0.5 -0.6
H -2.7 0.6 0.3
H -0.6 0.9 -1.8

HOMO in eV: -13.515
Total charge: +1
ΔE to the lowest compared entry with this formula, charge and spin in kcal per mole: 120.6
Lowest unoccupied orbital energy in eV: -3.85
E in Ha: -284.18377

=====

Formula: C3H10N3
Source: OMol25
Level of theory: wB97M-V/def2-TZVPD

Last column: Mulliken charge in e.
CARTESIAN COORDINATES (ANGSTROEM)
C  -0.127428  -0.310940  -0.976234  -0.22
C  0.069523  1.048716  -0.594643  0.16
C  2.110831  -0.400859  0.467568  -0.81
N  0.834253  -0.048101  -0.059337  -0.04
N  -1.602404  -1.159908  0.243778  -0.69
N  -0.846151  1.602889  0.323084  -0.50
H  -0.380520  -0.894299  -1.765575  0.43
H  0.562889  1.779408  -1.281438  0.38
H  2.220426  -1.510615  0.646348  0.29
H  2.902226  -0.141532  -0.155589  0.38
H  2.213747  0.193186  1.310459  0.35
H  -2.524093  -0.788328  0.178866  0.28
H  -1.073174  -1.129361  1.139739  0.32
H  -0.831961  2.580728  0.442970  0.23
H  -1.779502  1.277646  0.207009  0.15
H  -1.748666  -2.098623  -0.127005  0.28

Forces on the atoms, in the same order (eV/Å):
C 2.1 0.4 4.6
C 0.0 2.6 0.5
C -0.4 -2.4 -0.1
N -1.9 -1.2 -3.4
N 1.3 -0.7 -1.1
N 0.0 -0.4 0.2
H -0.2 -1.8 -2.2
H -0.3 -0.8 0.4
H -0.5 1.3 0.1
H 1.3 0.6 -1.6
H 0.3 0.6 2.1
H -0.7 0.8 0.8
H -1.2 0.0 -0.8
H 0.2 1.1 0.0
H -0.5 0.0 -0.1
H 0.6 -0.2 0.5

HOMO in eV: -14.055
Total charge: +1
ΔE to the lowest compared entry with this formula, charge and spin in kcal per mole: 98.8
Lowest unoccupied orbital energy in eV: -3.76
E in Ha: -284.21852

=====

Formula: C3H10N3O
Source: OMol25
Level of theory: wB97M-V/def2-TZVPD

Last column: Mulliken charge in e.
CARTESIAN COORDINATES (ANGSTROEM)
C  -1.553285  2.500283  -0.896934  0.48
C  -0.953501  1.264227  -0.762375  0.56
C  -2.064452  3.657232  -1.287961  -0.75
N  2.526433  -2.156468  1.130027  -0.80
N  -0.077154  -1.815616  0.745466  -0.64
N  -0.542695  0.130240  -1.191621  -0.72
O  -1.335241  1.824414  0.398420  -0.41
H  -2.464998  4.411189  -0.479328  0.22
H  -0.137941  -0.960561  0.158978  0.32
H  -2.102758  3.909262  -2.245129  0.32
H  2.388204  -2.105107  2.117196  0.31
H  3.099245  -2.983463  0.898315  0.31
H  -0.598346  -2.619722  0.407131  0.31
H  1.197223  -2.005591  0.622304  0.62
H  -0.180061  -1.588770  1.705375  0.35
H  3.257788  -1.486670  0.879525  0.31
H  -0.458462  0.025123  -2.199388  0.20

Forces on the atoms, in the same order (eV/Å):
C -0.6 1.9 0.1
C 0.1 -2.4 -2.0
C -0.2 -0.5 6.2
N 1.5 -0.3 -1.7
N 3.1 -0.2 -1.3
N -0.1 1.6 1.5
O 0.3 -0.1 -0.3
H 0.8 -1.7 -1.8
H -0.9 -0.3 -0.4
H -0.1 1.0 -4.0
H 0.2 -0.1 0.9
H -1.0 -0.3 0.4
H -0.2 0.4 0.2
H -1.3 -0.2 0.9
H -0.7 -0.1 1.0
H -0.6 0.7 0.2
H -0.1 0.5 0.2

HOMO in eV: -13.452
Total charge: +1
ΔE to the lowest compared entry with this formula, charge and spin in kcal per mole: 100.9
Lowest unoccupied orbital energy in eV: -2.99
E in Ha: -359.47905

=====

Formula: C3H10N3O2
Source: OMol25
Level of theory: wB97M-V/def2-TZVPD

Last column: Mulliken charge in e.
CARTESIAN COORDINATES (ANGSTROEM)
C  -1.273137  0.675178  -1.886048  0.78
C  -1.041924  1.837872  -2.906350  -1.01
C  -0.235064  -0.104168  0.490082  0.50
N  0.716875  0.239452  1.237966  -0.22
N  -1.051890  -1.141858  0.477981  -0.30
N  2.116359  -1.319661  2.601891  -0.94
O  -1.962233  -0.285626  -1.968605  -0.57
O  -0.474927  0.915518  -0.811237  -0.36
H  -1.965846  1.702083  -3.479589  0.33
H  -0.146994  1.765960  -3.412590  0.33
H  -1.259922  2.717660  -2.317257  0.33
H  1.091778  0.987057  0.750541  0.24
H  1.349349  -0.290557  1.801678  0.43
H  -1.108545  -1.545785  1.420917  0.24
H  -1.695281  -1.338640  -0.318350  0.31
H  1.554985  -2.168099  2.792605  0.29
H  2.449379  -0.999605  3.518034  0.29
H  2.937037  -1.646779  2.008330  0.31

Forces on the atoms, in the same order (eV/Å):
C 1.5 0.7 -0.4
C -4.3 -1.6 2.5
C -3.7 0.0 -5.7
N -2.3 2.3 -2.0
N 0.6 0.6 1.3
N 1.5 -1.7 0.0
O -0.8 -0.7 -0.3
O 2.1 -1.6 4.4
H 0.6 0.2 -0.8
H 1.8 0.0 -1.0
H 0.8 0.6 -0.1
H 1.6 2.6 -0.5
H 1.2 -2.3 2.1
H -0.4 -0.5 -0.9
H 0.5 0.5 0.7
H 0.5 0.6 -0.1
H 0.2 -0.2 -0.5
H -1.2 0.5 1.3

HOMO in eV: -14.578
Total charge: +1
ΔE to the lowest compared entry with this formula, charge and spin in kcal per mole: 69.6
Lowest unoccupied orbital energy in eV: -3.16
E in Ha: -434.78929

=====

Formula: C3H10N3Si
Source: OMol25
Level of theory: wB97M-V/def2-TZVPD

Last column: Mulliken charge in e.
CARTESIAN COORDINATES (ANGSTROEM)
C  -0.806698  -0.445843  1.629479  -1.00
C  1.047060  1.535156  0.098793  -1.13
C  -1.982733  0.621479  -1.025999  -0.96
N  0.518063  -1.037187  -0.826062  -0.36
N  1.623002  -1.425618  -0.753133  1.03
N  2.740114  -1.696108  -0.758126  -0.79
Si  -0.491907  0.415037  0.034019  0.51
H  -1.296838  0.040898  2.400342  0.40
H  -1.442621  -1.183705  1.263227  0.35
H  0.097801  -0.871997  2.076937  0.33
H  1.839643  0.998193  0.495130  0.40
H  1.544792  1.676639  -0.916789  0.37
H  0.873570  2.543947  0.540995  0.33
H  -2.475004  -0.368654  -1.108878  0.33
H  -2.737998  1.158334  -0.415510  0.34
H  -2.049592  1.159483  -1.969938  0.37
H  2.999344  -3.120055  -0.764488  0.48

Forces on the atoms, in the same order (eV/Å):
C 1.8 0.2 -1.0
C -1.3 1.3 -2.8
C -1.3 -0.1 0.7
N 2.5 -0.6 0.0
N -5.9 1.4 -0.3
N 4.2 -5.6 -0.2
Si 1.5 0.7 0.2
H -1.1 1.3 1.3
H -1.2 -1.9 -0.1
H -0.1 -0.1 -0.4
H 1.3 -0.9 2.0
H -1.3 0.3 0.7
H 0.3 -0.9 -0.1
H 0.4 0.3 -0.3
H 0.4 -0.1 0.1
H 0.7 -0.3 -0.1
H -1.0 4.9 0.2

HOMO in eV: -15.178
Total charge: +1
ΔE to the lowest compared entry with this formula, charge and spin in kcal per mole: 75.1
Lowest unoccupied orbital energy in eV: -6.22
E in Ha: -573.68464

=====

Formula: C3H10N4
Source: OMol25
Level of theory: wB97M-V/def2-TZVPD

Last column: Mulliken charge in e.
CARTESIAN COORDINATES (ANGSTROEM)
C  -0.441220  -0.973265  0.399638  -0.19
C  -1.566499  -1.480226  -0.457513  -1.06
N  -0.008617  0.763561  -0.151424  -0.22
N  2.157991  -0.658101  -0.759723  -0.72
C  1.845471  0.525536  -0.385501  0.69
N  -0.632169  1.850000  0.529818  -0.67
N  2.345489  1.504814  0.226743  -0.72
H  -0.344702  0.859504  -1.109380  0.30
H  3.095967  -1.001430  -0.600738  0.22
H  -0.433673  1.788678  1.524050  0.27
H  -1.646118  1.827171  0.446093  0.25
H  1.638976  2.218841  0.387626  0.29
H  -0.766928  -0.623820  1.378404  0.27
H  0.317033  -1.720396  0.586027  0.33
H  -1.197724  -1.701350  -1.457803  0.30
H  -2.395913  -0.776009  -0.528050  0.29
H  -1.967364  -2.403507  -0.028267  0.36

Forces on the atoms, in the same order (eV/Å):
C -1.3 3.0 0.5
C 0.1 0.2 -0.1
N -0.8 -4.0 -0.7
N -2.3 1.2 -0.5
C 2.3 -1.7 1.9
N 0.7 -0.6 0.4
N -0.3 1.4 -0.5
H 0.0 -0.5 0.1
H -0.1 0.6 0.0
H 0.3 0.0 -0.1
H 0.1 -0.2 -0.3
H 0.5 0.2 0.2
H -0.3 -0.1 0.0
H 0.9 0.7 -0.8
H -0.1 -0.1 -0.1
H 0.0 0.1 0.0
H 0.1 0.0 0.0

HOMO in eV: -7.731
ΔE to the lowest compared entry with this formula, charge and spin in kcal per mole: 103.4
Lowest unoccupied orbital energy in eV: 0.59
E in Ha: -339.16319